Entry from the OMol25 dataset: one molecule with the formula C2H6FNO (ωB97M-V with the def2-TZVPD basis set).

Computed properties:
Largest force on an atom   0.055 Eh/bohr
Gap between HOMO and LUMO   11.13 eV
DFT total energy   -309.5863 hartree
Lowest unoccupied orbital energy   0.0378 Eh
SMILES   C[C@@H](F)ON
Energy above the lowest of the compared OMol25 structures with the same formula, charge and spin   49.9 kcal/mol
E_HOMO   -10.10 eV
Net charge   0

Each line ends with the Löwdin charge.
CARTESIAN COORDINATES (ANGSTROEM)
C (-1.59, -0.15, 0.22)  -0.003
C (-0.20, 0.34, -0.29)  -0.449
F (-0.30, 1.74, -0.14)  -0.035
O (0.79, -0.14, 0.46)  -0.121
N (2.04, -0.11, -0.18)  0.075
H (-1.38, -0.08, 1.26)  0.052
H (-2.54, 0.40, -0.08)  0.104
H (-1.76, -1.26, 0.09)  0.090
H (0.15, 0.24, -1.30)  0.132
H (2.13, -1.03, -0.59)  0.095
H (2.66, 0.03, 0.55)  0.060

Entry from the OMol25 dataset: a 2-piece molecular cluster, C2H6FNO overall (ωB97M-V with the def2-TZVPD basis set).

Computed properties:
Largest force on an atom   0.074 Eh/bohr
Gap between HOMO and LUMO   11.44 eV
DFT total energy   -309.6397 hartree
Lowest unoccupied orbital energy   0.0248 Eh
SMILES   [H]/N=C(\C)F.O
Energy above the lowest of the compared OMol25 structures with the same formula, charge and spin   16.4 kcal/mol
E_HOMO   -10.76 eV
Net charge   0

Each line ends with the Löwdin charge.
CARTESIAN COORDINATES (ANGSTROEM)
H (0.71, 0.18, -1.37)  0.031
N (0.07, 0.91, -1.16)  0.148
C (-0.18, 1.12, 0.07)  -0.513
C (0.25, 0.30, 1.28)  -0.015
F (-0.91, 2.16, 0.43)  0.084
H (0.64, 1.05, 2.14)  0.130
H (-0.76, -0.10, 1.55)  0.097
H (1.04, -0.38, 1.09)  0.053
O (-0.35, -2.10, -1.17)  -0.098
H (-0.86, -1.26, -1.02)  0.032
H (0.35, -1.88, -1.85)  0.051

Entry from the OMol25 dataset: C2H6FNO2S2 as an isolated structure (ωB97M-V with the def2-TZVPD basis set).

Computed properties:
Largest force on an atom   0.102 Eh/bohr
Gap between HOMO and LUMO   9.31 eV
DFT total energy   -1181.0962 hartree
Lowest unoccupied orbital energy   0.0074 Eh
Energy above the lowest of the compared OMol25 structures with the same formula, charge and spin   70.5 kcal/mol
E_HOMO   -9.11 eV
Net charge   0

Each line ends with the Löwdin charge.
CARTESIAN COORDINATES (ANGSTROEM)
C (-1.57, 1.19, 0.48)  -0.145
C (-0.69, -1.51, -0.42)  -0.091
N (0.39, 1.03, -1.48)  -0.364
O (3.57, 0.34, 1.10)  -0.351
O (1.02, 0.31, 0.88)  -0.557
F (2.56, -1.27, -0.36)  -0.361
S (-0.07, 0.30, -0.33)  0.576
S (2.56, 0.43, 0.15)  1.014
H (-1.52, 2.20, 0.03)  0.053
H (-1.53, 1.34, 1.60)  0.071
H (-2.41, 0.78, -0.08)  0.043
H (-1.41, -1.62, 0.27)  -0.001
H (0.19, -2.10, -0.35)  0.028
H (-1.08, -1.45, -1.48)  0.086

Repeat the second record exactly.
Entry from the OMol25 dataset: a 2-piece molecular cluster, C2H6FNO overall (ωB97M-V with the def2-TZVPD basis set).

Computed properties:
Largest force on an atom   0.074 Eh/bohr
Gap between HOMO and LUMO   11.44 eV
DFT total energy   -309.6397 hartree
Lowest unoccupied orbital energy   0.0248 Eh
SMILES   [H]/N=C(\C)F.O
Energy above the lowest of the compared OMol25 structures with the same formula, charge and spin   16.4 kcal/mol
E_HOMO   -10.76 eV
Net charge   0

Each line ends with the Löwdin charge.
CARTESIAN COORDINATES (ANGSTROEM)
H (0.71, 0.18, -1.37)  0.031
N (0.07, 0.91, -1.16)  0.148
C (-0.18, 1.12, 0.07)  -0.513
C (0.25, 0.30, 1.28)  -0.015
F (-0.91, 2.16, 0.43)  0.084
H (0.64, 1.05, 2.14)  0.130
H (-0.76, -0.10, 1.55)  0.097
H (1.04, -0.38, 1.09)  0.053
O (-0.35, -2.10, -1.17)  -0.098
H (-0.86, -1.26, -1.02)  0.032
H (0.35, -1.88, -1.85)  0.051

Repeat the third record exactly.
Entry from the OMol25 dataset: C2H6FNO2S2 as an isolated structure (ωB97M-V with the def2-TZVPD basis set).

Computed properties:
Largest force on an atom   0.102 Eh/bohr
Gap between HOMO and LUMO   9.31 eV
DFT total energy   -1181.0962 hartree
Lowest unoccupied orbital energy   0.0074 Eh
Energy above the lowest of the compared OMol25 structures with the same formula, charge and spin   70.5 kcal/mol
E_HOMO   -9.11 eV
Net charge   0

Each line ends with the Löwdin charge.
CARTESIAN COORDINATES (ANGSTROEM)
C (-1.57, 1.19, 0.48)  -0.145
C (-0.69, -1.51, -0.42)  -0.091
N (0.39, 1.03, -1.48)  -0.364
O (3.57, 0.34, 1.10)  -0.351
O (1.02, 0.31, 0.88)  -0.557
F (2.56, -1.27, -0.36)  -0.361
S (-0.07, 0.30, -0.33)  0.576
S (2.56, 0.43, 0.15)  1.014
H (-1.52, 2.20, 0.03)  0.053
H (-1.53, 1.34, 1.60)  0.071
H (-2.41, 0.78, -0.08)  0.043
H (-1.41, -1.62, 0.27)  -0.001
H (0.19, -2.10, -0.35)  0.028
H (-1.08, -1.45, -1.48)  0.086